1.
{"formula": "C29H44N4ReS4", "method": "ωB97M-V/def2-TZVPD", "s2": 0.869, "lumo_energy_ev": [-14.860, -14.036], "orbital_gap_ev": [4.990, 5.818], "charge": 4, "multiplicity": 2, "e_tot_ev": -82180.8573, "homo_ev": [-19.850, -19.854], "elements": ["Re", "C", "C", "S", "C", "C", "S", "C", "C", "S", "C", "C", "S", "H", "H", "H", "H", "H", "H", "H", "H", "H", "H", "H", "H", "H", "H", "H", "H", "C", "C", "C", "C", "C", "C", "C", "N", "C", "C", "C", "C", "C", "C", "C", "N", "C", "C", "C", "C", "H", "H", "H", "H", "H", "H", "H", "H", "H", "H", "H", "H", "H", "H", "H", "H", "H", "H", "H", "H", "H", "H", "H", "H", "N", "C", "C", "C", "N", "H", "H", "H", "H"], "positions_angstrom": [[-0.101433, -0.557926, -0.205563], [2.449494, 1.810542, 1.845310], [3.172957, 0.537179, 1.470740], [2.059791, -0.880055, 1.126248], [3.164873, -1.747976, -0.071273], [2.493177, -2.900927, -0.785433], [0.845239, -2.522548, -1.492657], [1.184109, -1.879033, -3.168872], [1.868671, -0.532779, -3.207277], [0.987745, 0.722213, -2.185964], [2.445026, 1.742743, -1.746138], [2.100853, 2.856299, -0.782216], [1.149007, 2.300140, 0.675278], [3.172129, 2.625362, 1.915338], [1.946109, 1.718403, 2.806466], [3.797234, 0.214050, 2.307167], [3.822040, 0.683111, 0.608204], [4.007609, -2.129053, 0.512235], [3.546602, -1.011340, -0.777378], [2.323995, -3.737936, -0.106965], [3.128811, -3.256141, -1.600308], [0.203374, -1.839642, -3.648835], [1.791794, -2.623192, -3.686475], [1.868684, -0.158442, -4.233010], [2.905472, -0.596076, -2.875401], [2.791006, 2.166824, -2.690858], [3.225678, 1.091363, -1.356643], [1.478427, 3.606793, -1.269736], [3.015297, 3.341020, -0.438192], [-4.557540, 3.794399, 3.586851], [-5.042874, 2.625582, 2.733686], [-5.992722, 3.139385, 1.625097], [-5.919756, 1.715232, 3.609286], [-3.878339, 1.913147, 2.095436], [-3.037037, 2.587563, 1.203451], [-1.979960, 1.931641, 0.600220], [-1.672818, 0.657050, 0.847121], [-2.476220, -0.027508, 1.695679], [-3.568719, 0.568118, 2.317608], [-2.087880, -1.425364, 1.931335], [-2.777044, -2.316374, 2.745021], [-2.297853, -3.611971, 2.988000], [-1.049710, -3.908607, 2.424730], [-0.444672, -3.000465, 1.589199], [-0.952140, -1.802061, 1.292784], [-3.068715, -4.626227, 3.790115], [-3.191279, -4.182390, 5.254071], [-4.504015, -4.739282, 3.205441], [-2.458485, -6.023695, 3.699049], [-5.409152, 4.281065, 4.060012], [-4.039056, 4.550168, 2.995349], [-3.866301, 3.472597, 4.366720], [-6.869248, 3.600319, 2.072867], [-6.319072, 2.325501, 0.984081], [-5.499493, 3.901557, 1.026635], [-6.773041, 2.267117, 4.000228], [-5.362477, 1.369558, 4.478254], [-6.318778, 0.881456, 3.037923], [-3.210478, 3.628121, 0.974458], [-1.359967, 2.458081, -0.112579], [-4.178757, -0.016017, 2.988318], [-3.712605, -2.013388, 3.184848], [-0.551465, -4.843719, 2.618153], [0.497966, -3.262050, 1.135167], [-3.762487, -3.264744, 5.364817], [-2.212359, -4.011519, 5.697359], [-3.690018, -4.964561, 5.819900], [-5.040648, -3.800853, 3.297486], [-5.057737, -5.494672, 3.755860], [-4.461081, -5.036246, 2.161596], [-1.530539, -6.089690, 4.268134], [-2.283345, -6.318468, 2.666412], [-3.120693, -6.766729, 4.141599], [-2.433734, -1.880548, -1.717545], [-3.360192, -1.736478, -2.676237], [-3.230494, -0.454190, -3.177669], [-2.187609, 0.118108, -2.457901], [-1.709683, -0.756953, -1.569970], [-2.234248, -2.719260, -1.188021], [-4.039774, -2.519748, -2.949765], [-3.804833, -0.007842, -3.962171], [-1.774079, 1.102667, -2.561568]], "forces_ev_per_a": [[0.786, 2.134, 1.158], [-0.332, -0.292, -0.084], [0.147, 0.036, -0.025], [-0.189, -0.226, -0.748], [0.027, 0.068, 0.157], [-0.181, 0.055, 0.333], [-0.229, 0.579, 0.224], [-0.219, 0.145, 0.120], [-0.036, 0.130, 0.035], [0.153, -0.455, 0.200], [0.023, -0.175, -0.046], [-0.410, -0.218, 0.003], [-0.033, -0.806, -0.221], [-0.071, 0.106, 0.029], [-0.039, 0.058, 0.060], [0.001, -0.034, -0.027], [-0.038, -0.054, 0.018], [-0.022, 0.026, -0.034], [-0.052, 0.033, 0.087], [0.008, -0.051, -0.095], [-0.111, -0.061, -0.001], [0.039, -0.106, -0.004], [-0.093, -0.091, 0.008], [0.003, 0.016, 0.018], [-0.058, 0.067, 0.049], [0.028, -0.019, -0.024], [-0.061, -0.009, -0.051], [-0.013, 0.064, 0.080], [-0.038, 0.075, 0.079], [0.485, 0.285, -0.040], [-1.330, -0.170, 0.194], [0.616, 0.220, -0.124], [0.558, -0.032, 0.124], [-0.038, 0.023, 0.032], [0.325, -0.218, -0.176], [-0.473, 0.856, -0.236], [0.751, -1.302, -0.435], [-0.466, 0.082, 0.350], [0.385, -0.158, -0.194], [-0.592, -0.258, 0.364], [0.197, 0.373, -0.307], [0.102, -0.123, 0.025], [0.116, 0.343, -0.179], [0.260, -1.107, 0.319], [0.347, 0.653, -0.866], [-0.937, -0.483, -0.114], [0.400, 0.194, 0.029], [0.424, 0.316, -0.016], [0.385, 0.067, 0.328], [-0.006, -0.047, -0.013], [-0.033, 0.061, -0.064], [-0.078, -0.073, 0.095], [-0.001, -0.020, 0.097], [-0.089, -0.075, -0.123], [-0.053, 0.086, -0.233], [0.074, 0.115, -0.115], [0.000, -0.274, 0.109], [-0.039, -0.232, 0.004], [0.047, 0.067, -0.069], [-0.071, -0.018, 0.001], [-0.026, 0.005, 0.035], [-0.060, 0.075, 0.101], [-0.006, -0.129, -0.007], [0.066, 0.007, -0.064], [-0.159, 0.106, -0.040], [0.108, -0.079, 0.113], [-0.054, -0.043, 0.024], [-0.209, 0.135, -0.049], [0.010, -0.031, 0.056], [-0.124, -0.065, -0.183], [0.168, -0.033, -0.095], [0.027, -0.106, -0.096], [-0.115, 0.144, -0.025], [-0.372, -0.727, -0.155], [0.220, 0.341, 0.035], [0.275, 0.035, 0.203], [-0.652, 0.071, -0.563], [0.943, -0.003, 0.669], [-0.050, 0.130, 0.038], [-0.119, -0.265, 0.033], [-0.170, 0.138, -0.175], [0.046, 0.149, 0.079]]}



2.
{"formula": "C55H51N6O3P2S4Y", "method": "ωB97M-V/def2-TZVPD", "lumo_energy_ev": [-0.680, -0.673], "orbital_gap_ev": [3.015, 3.041], "charge": 0, "e_tot_ev": -135906.4977, "homo_ev": [-3.695, -3.714], "elements": ["Y", "N", "C", "C", "C", "C", "C", "N", "C", "C", "C", "C", "C", "N", "H", "H", "H", "H", "H", "H", "H", "H", "H", "C", "N", "C", "P", "C", "C", "C", "C", "C", "C", "C", "C", "C", "C", "C", "C", "C", "C", "C", "C", "C", "C", "P", "C", "C", "C", "C", "C", "C", "C", "C", "C", "C", "C", "C", "H", "H", "H", "H", "H", "H", "H", "H", "H", "H", "H", "H", "H", "H", "H", "H", "H", "H", "H", "H", "H", "H", "H", "H", "H", "H", "H", "H", "H", "C", "C", "C", "C", "C", "C", "C", "S", "O", "O", "N", "C", "C", "C", "C", "C", "N", "H", "H", "H", "H", "H", "H", "H", "H", "H", "H", "H", "S", "C", "S", "S", "O", "H", "H"], "positions_angstrom": [[-1.707726, -0.483407, 0.289281], [-3.376456, -3.585280, 1.304363], [-2.784615, -2.960477, 2.402664], [-3.220396, -3.490765, 3.624880], [-2.805204, -2.940771, 4.813100], [-1.974404, -1.779741, 4.742309], [-1.583769, -1.316704, 3.484853], [-1.967446, -1.899039, 2.270918], [-3.255561, -3.454140, -0.071701], [-4.112192, -4.359134, -0.757866], [-4.023104, -4.435546, -2.127226], [-3.125550, -3.588175, -2.837135], [-2.395641, -2.685582, -2.084843], [-2.513010, -2.516721, -0.715346], [-4.017464, -4.334041, 1.554708], [-3.860697, -4.349807, 3.595588], [-3.194530, -3.355399, 5.745222], [-1.628370, -1.191375, 5.615474], [-0.921263, -0.427496, 3.414078], [-4.766141, -5.006188, -0.190783], [-4.646706, -5.162083, -2.668259], [-3.001625, -3.672866, -3.934420], [-1.658697, -2.051724, -2.578926], [1.362527, -2.467746, -0.807191], [2.594638, -2.229513, -0.324255], [2.756735, -1.720646, 1.055841], [1.781961, -0.123986, 1.502196], [2.144864, -0.195089, 3.271227], [2.913834, 0.712023, 4.013353], [2.831088, 0.645046, 5.427716], [2.227064, -0.442171, 6.071823], [1.682005, -1.462644, 5.277329], [1.649324, -1.369554, 3.901545], [2.751439, 1.359748, 0.994512], [3.773031, 1.343759, 0.027441], [4.348134, 2.562604, -0.420479], [3.844467, 3.778904, 0.018856], [2.826972, 3.805510, 0.964560], [2.336294, 2.615122, 1.514557], [3.762019, -2.671036, -1.044978], [5.042428, -2.253588, -0.615152], [6.163259, -3.008526, -0.984610], [5.986201, -4.103283, -1.849183], [4.793743, -4.251727, -2.552725], [3.656127, -3.559799, -2.134687], [0.312903, -0.271113, -3.133552], [1.866666, -0.741837, -3.933927], [3.134656, -0.144117, -3.773540], [4.165813, -0.549871, -4.621358], [3.984501, -1.617918, -5.519226], [2.719847, -2.190653, -5.654054], [1.651666, -1.776748, -4.874704], [-0.399123, 0.627215, -4.491869], [0.132665, 1.856347, -4.957130], [-0.574980, 2.586925, -5.913144], [-1.822697, 2.157138, -6.384462], [-2.284604, 0.896486, -5.997309], [-1.581132, 0.132687, -5.041894], [0.495747, -2.356632, -0.192824], [1.192235, -2.827803, -1.807611], [3.806557, -1.454629, 1.177757], [2.445022, -2.511807, 1.785601], [3.506607, 1.493300, 3.533231], [3.296815, 1.453869, 6.015122], [2.205156, -0.542447, 7.167376], [1.251619, -2.374708, 5.722853], [1.199438, -2.125468, 3.283456], [4.106728, 0.406111, -0.394788], [5.130618, 2.519933, -1.196281], [4.222339, 4.724228, -0.408505], [2.398314, 4.765130, 1.264799], [1.555982, 2.620500, 2.304475], [5.177690, -1.354347, -0.018658], [7.151575, -2.746920, -0.595419], [6.822035, -4.765052, -2.058087], [4.711439, -4.917301, -3.435685], [2.718284, -3.773372, -2.633674], [3.279219, 0.650613, -3.032457], [5.120484, -0.017062, -4.561615], [4.808593, -1.962845, -6.182844], [2.560312, -2.950088, -6.438887], [0.673272, -2.213794, -5.057768], [1.069313, 2.223575, -4.562789], [-0.135633, 3.535770, -6.233278], [-2.423658, 2.797536, -7.052911], [-3.184256, 0.468922, -6.418889], [-2.024913, -0.787210, -4.686161], [-1.400002, 8.023463, 1.554120], [-1.621223, 6.594211, 1.894994], [-2.438024, 6.188121, 2.938455], [-2.591857, 4.838739, 3.259576], [-1.909289, 3.885511, 2.497842], [-1.149442, 4.255212, 1.418284], [-1.009516, 5.598063, 1.121139], [-1.917883, 2.186821, 2.962363], [-2.792270, 2.041611, 4.096686], [-0.538983, 1.768317, 3.084441], [-2.453164, 1.346853, 1.624046], [-3.767842, 1.005124, 1.501827], [-4.864387, 1.656578, 2.185973], [-6.109818, 1.115950, 2.104197], [-6.323978, 0.017336, 1.207084], [-5.260269, -0.513490, 0.523121], [-3.984724, -0.063464, 0.667651], [-1.910239, 8.637882, 2.288543], [-1.761172, 8.253112, 0.541993], [-0.311098, 8.277250, 1.557651], [-2.975699, 6.947358, 3.540210], [-3.235831, 4.532184, 4.105480], [-0.751204, 3.504188, 0.720247], [-0.491165, 5.923578, 0.216670], [-4.599595, 2.506519, 2.836541], [-6.905548, 1.558589, 2.689467], [-7.303799, -0.424616, 1.062261], [-5.369116, -1.347280, -0.166146], [-1.345187, 3.887697, -1.965070], [-1.213417, 2.207473, -1.829002], [-2.519026, 1.091936, -1.939759], [0.403537, 1.386577, -1.558627], [0.236265, -4.271110, 1.181097], [-0.017307, -4.777115, 1.994350], [1.071572, -4.698666, 0.894292]], "forces_ev_per_a": [[1.882, 0.999, -0.956], [0.511, 0.525, -0.095], [-0.311, 0.334, -0.681], [0.723, 0.262, 0.362], [0.284, 1.116, -0.264], [0.018, -0.028, -0.410], [-0.046, -0.366, -0.369], [-0.428, -0.152, 1.912], [-0.726, 0.167, -0.452], [1.038, 0.426, -0.642], [-0.099, 0.104, -0.630], [-0.128, -0.379, 0.647], [-0.258, -0.011, 0.026], [-0.299, -1.621, -0.041], [0.398, 0.435, -0.030], [-0.256, -0.272, 0.129], [0.362, 0.253, -0.172], [-0.344, -0.697, -0.607], [-0.549, -0.711, -0.059], [-0.007, -0.065, -0.051], [0.316, 0.419, 0.245], [-0.017, 0.162, 0.962], [-0.158, 0.171, 0.265], [-2.898, 0.055, -1.150], [4.114, 0.588, 0.548], [0.050, -0.178, -1.549], [-0.272, -0.357, -0.447], [0.738, -1.023, 0.323], [-1.009, -0.186, 0.935], [0.577, -0.028, -0.192], [-0.011, 0.037, -0.374], [-0.132, -0.704, 0.466], [0.152, 1.789, 0.230], [0.378, 0.459, -0.311], [-0.203, 0.979, 0.278], [-0.240, -0.958, -0.262], [0.257, 0.274, -0.435], [-0.274, -0.300, 0.554], [-0.465, -0.317, -0.306], [-1.752, 0.986, 1.588], [0.917, -0.584, -0.450], [-0.982, 0.048, 0.104], [0.742, 0.212, -0.544], [-0.281, -0.042, 0.165], [0.216, -0.186, -0.176], [-1.217, -0.975, 1.530], [0.772, 0.318, 0.194], [-0.736, -0.479, -0.545], [0.318, -0.365, 0.086], [0.290, 0.546, -0.215], [0.208, -0.437, -0.530], [0.712, 0.708, 0.243], [-0.113, 1.478, -0.934], [-1.115, -0.758, -0.521], [0.269, 0.297, 0.417], [0.130, -0.305, -0.096], [0.529, -0.159, 0.321], [-0.192, 1.165, -0.616], [-0.037, -0.395, 0.605], [0.240, 0.133, 0.048], [-0.254, -0.336, 0.410], [0.173, 0.732, -0.490], [-0.458, -0.133, 0.166], [-0.186, -0.582, -0.278], [0.020, 0.244, -0.629], [0.310, 0.557, 0.017], [-0.310, -0.277, 0.059], [0.014, -0.029, -0.086], [-0.402, 0.084, 0.530], [-0.200, -0.627, 0.297], [0.181, -0.339, 0.085], [0.506, 0.160, -0.714], [0.027, -0.379, -0.002], [-0.359, -0.152, -0.136], [0.000, 0.221, -0.147], [0.129, 0.264, 0.856], [0.083, 0.214, 0.192], [-0.067, -0.280, -0.360], [-0.235, -0.407, -0.027], [-0.673, 0.395, 0.672], [0.097, 0.334, 0.591], [0.029, 0.147, 0.266], [0.042, 0.054, 0.039], [-0.363, -0.233, 0.000], [0.475, -0.493, 0.320], [-0.167, 0.215, 0.030], [0.117, -0.114, 0.050], [0.670, 0.467, -0.201], [0.279, -0.985, -0.294], [-0.524, 0.279, 0.766], [-0.140, -0.213, 0.260], [-0.623, 0.094, 0.924], [0.431, 0.059, -1.239], [-0.153, 0.424, -0.267], [0.210, -0.425, -1.014], [0.075, -0.179, -0.005], [-0.254, 0.118, 0.138], [0.172, -0.130, 0.781], [-1.292, 0.042, 0.075], [1.361, -0.095, 0.065], [0.081, -0.577, -0.990], [-0.028, 0.235, 0.458], [0.494, 0.311, 0.174], [-0.539, 0.902, 1.111], [-0.009, 0.347, -0.095], [-0.040, -0.006, 0.296], [-0.809, -0.199, 0.103], [0.393, -0.534, -0.406], [0.557, 0.156, -0.616], [0.037, 0.368, 0.560], [0.093, -0.329, 0.256], [-0.508, -0.623, -0.491], [-0.163, -0.143, -0.158], [0.080, 0.156, 0.093], [-0.108, 0.111, 0.068], [0.408, -2.004, 0.155], [-0.052, 0.830, -0.574], [0.040, 0.050, 0.501], [0.050, -0.095, -0.514], [0.028, -1.104, 1.270], [0.303, 0.495, -0.860], [-0.635, 0.551, -0.118]]}